The following is a quantum chemistry calculation of a gas-phase ion, C5H14N3 (charge +1) in a non-equilibrium geometry, from the OMol25 dataset.

Atoms and positions in Å:
C (-0.905, 1.854, 2.022)
C (-0.306, 0.665, 1.326)
N (-1.395, -0.236, 0.732)
C (0.527, 1.217, 0.211)
C (1.462, 0.304, -0.597)
N (0.634, -0.874, -0.997)
C (0.828, -1.796, -1.897)
N (-0.074, -2.721, -2.225)
H (-1.283, 1.677, 3.034)
H (-1.684, 2.355, 1.391)
H (-0.145, 2.628, 2.179)
H (0.199, -0.132, 1.996)
H (-1.921, -0.851, 1.349)
H (-2.166, 0.317, 0.384)
H (1.184, 2.053, 0.577)
H (-0.076, 1.766, -0.564)
H (2.419, 0.000, -0.103)
H (1.875, 0.831, -1.472)
H (-0.242, -0.986, -0.433)
H (1.702, -1.735, -2.519)
H (0.267, -3.543, -2.734)
H (-0.900, -2.794, -1.660)

Properties
Total charge: +1
SMILES: C[C@@H](N)CC/[NH+]=C/N
Multiplicity: 1
Relative energy (zero: lowest compared OMol25 entry of this formula, charge and spin) (kJ/mol): 86.9

=====

The following is a quantum chemistry calculation of 2 unconnected molecules or ions with the total composition C5H14N3 in a non-equilibrium geometry, from the OMol25 dataset.

Atoms and positions in Å:
C (-0.098, 2.268, 1.952)
C (-0.332, 1.148, 0.958)
C (0.841, 0.183, 0.807)
C (0.437, -0.948, -0.090)
C (-0.106, -2.138, 0.523)
N (-0.284, -3.202, -0.261)
N (0.442, -0.808, -1.370)
N (-0.608, 2.664, -2.114)
H (-0.134, 1.894, 2.975)
H (-0.775, 3.120, 1.868)
H (0.913, 2.709, 1.860)
H (-1.237, 0.626, 1.285)
H (1.052, -0.386, 1.736)
H (1.739, 0.717, 0.500)
H (-0.014, -2.152, 1.604)
H (0.491, -3.638, -0.759)
H (-0.981, -3.942, -0.297)
H (0.004, -1.501, -1.975)
H (0.044, 3.250, -2.637)
H (-0.052, 1.803, -2.050)
H (-0.506, 1.462, -0.082)
H (-1.252, 2.338, -2.838)

Properties
Total charge: +1
Multiplicity: 1
Relative energy (zero: lowest compared OMol25 entry of this formula, charge and spin) (kJ/mol): 433.9

=====

The following is a quantum chemistry calculation of a gas-phase ion, C5H14N3 (charge +1) in a non-equilibrium geometry, from the OMol25 dataset.

Atoms and positions in Å:
C (1.353, -1.275, 1.623)
N (0.233, -0.676, 0.845)
C (-0.421, 0.519, 1.400)
C (-1.466, 0.821, 0.355)
N (-0.684, 0.537, -0.908)
C (-0.029, 1.733, -1.348)
C (0.307, -0.521, -0.660)
N (-0.102, -1.647, -1.445)
H (1.615, -2.224, 1.226)
H (2.192, -0.567, 1.792)
H (0.955, -1.365, 2.622)
H (0.331, 1.336, 1.571)
H (-0.780, 0.278, 2.497)
H (-2.093, -0.061, 0.369)
H (-1.868, 1.785, 0.446)
H (-1.322, 0.190, -1.708)
H (0.858, 1.954, -0.765)
H (0.317, 1.353, -2.318)
H (-0.596, 2.592, -1.540)
H (1.221, -0.183, -1.118)
H (-0.667, -2.366, -1.123)
H (0.647, -2.211, -1.813)

Properties
Total charge: +1
SMILES: CN1CC[N@@H+](C)[C@@H]1N
Multiplicity: 1
Relative energy (zero: lowest compared OMol25 entry of this formula, charge and spin) (kJ/mol): 244.3

=====

The following is a quantum chemistry calculation of a gas-phase ion, C5H14N3 (charge +1) in a non-equilibrium geometry, from the OMol25 dataset.

Atoms and positions in Å:
C (-2.154, -1.138, 0.683)
C (-0.926, -1.152, -0.290)
C (-0.186, 0.155, -0.352)
C (-0.069, 0.831, 1.150)
C (-0.812, 1.276, -1.252)
N (1.301, 0.009, -0.606)
N (2.097, -0.510, 0.259)
N (3.400, -0.478, 0.040)
H (-2.946, -1.668, 0.105)
H (-1.972, -1.702, 1.618)
H (-2.596, -0.158, 0.927)
H (-0.254, -1.929, 0.103)
H (-1.234, -1.399, -1.350)
H (-0.946, 1.528, 1.354)
H (0.717, 1.623, 1.126)
H (0.015, 0.028, 2.046)
H (-1.923, 1.147, -1.104)
H (-0.291, 2.264, -1.036)
H (-0.712, 1.047, -2.404)
H (1.657, 0.635, -1.355)
H (3.956, -0.707, 0.852)
H (3.877, 0.300, -0.515)

Properties
Total charge: +1
SMILES: CCC(C)(C)NN=[NH2+]
Multiplicity: 1
Relative energy (zero: lowest compared OMol25 entry of this formula, charge and spin) (kJ/mol): 393.8

=====

The following is a quantum chemistry calculation of a gas-phase ion, C5H14N3 (charge +1) in a non-equilibrium geometry, from the OMol25 dataset.

Atoms and positions in Å:
C (-0.324, 2.070, -0.107)
N (-0.618, 0.659, 0.127)
N (-2.126, 0.449, -0.059)
N (-2.606, -0.749, -0.261)
C (0.458, -0.235, 0.025)
C (0.306, -1.232, -1.079)
C (1.893, 0.500, -0.054)
C (0.525, -0.912, 1.505)
H (-1.232, 2.690, -0.207)
H (0.107, 2.224, -1.147)
H (0.105, 2.567, 0.664)
H (-2.015, -1.516, -0.678)
H (-3.578, -0.759, -0.136)
H (-0.373, -0.775, -1.826)
H (1.256, -1.408, -1.594)
H (-0.090, -2.194, -0.747)
H (2.747, -0.211, 0.205)
H (1.844, 1.158, 0.807)
H (2.229, 0.888, -1.025)
H (-0.436, -1.481, 1.615)
H (1.423, -1.446, 1.492)
H (0.506, -0.286, 2.478)

Properties
Total charge: +1
SMILES: C/[N+](=N/N)C(C)(C)C
Multiplicity: 1
Relative energy (zero: lowest compared OMol25 entry of this formula, charge and spin) (kJ/mol): 544.4

=====

The following is a quantum chemistry calculation of 2 unconnected molecules or ions with the total composition C5H14N3 in a non-equilibrium geometry, from the OMol25 dataset.

Atoms and positions in Å:
C (-1.693, 1.813, 2.431)
C (-0.643, 0.848, 1.904)
C (-1.350, 0.003, 0.744)
C (-0.515, -0.893, -0.160)
C (-1.201, -1.333, -1.297)
N (-0.491, -2.314, -2.150)
N (0.718, -1.273, 0.259)
N (4.275, 0.951, -1.727)
H (-2.562, 1.258, 2.763)
H (-1.997, 2.392, 1.564)
H (-1.342, 2.490, 3.250)
H (0.296, 1.470, 1.500)
H (-1.805, 0.808, 0.211)
H (-2.333, -0.462, 1.212)
H (-2.199, -1.256, -1.625)
H (-0.825, -2.347, -3.092)
H (-0.485, -3.273, -1.771)
H (1.099, -1.574, -0.605)
H (3.475, 0.449, -2.164)
H (4.630, 1.421, -2.645)
H (-0.131, 0.204, 2.671)
H (5.079, 0.618, -1.272)

Properties
Total charge: +2
Expectation value of S²: 0.75
Multiplicity: 2
Relative energy (zero: lowest compared OMol25 entry of this formula, charge and spin) (kJ/mol): 652.7

=====

Which total energy belongs to each record? In order, -9876.266 -9872.669 -9874.635 -9873.085 -9871.524 -9858.309 eV.